# 1
12
Properties=species:S:1:pos:R:3 method="wB97M-V/def2-TZVPD" homo_energy_ev=-8.8 smiles="F[C@@H]1C=CCC1=S" orbital_gap_ev=8.157 relative_energy_kj_mol=158.7
F -2.17029 -0.50320 0.40017
C -0.93411 0.11334 0.83611
C -0.63823 1.16132 -0.25300
C 0.42211 0.76618 -1.09332
C 1.09697 -0.40110 -0.45731
C 0.36032 -0.83230 0.76253
S 0.14798 -2.04996 1.80860
H -1.15581 0.47469 1.93306
H -1.21804 1.84722 -0.73172
H 0.69433 1.02818 -2.08913
H 1.20963 -1.27325 -1.02011
H 2.18514 -0.33114 -0.09588

# 2
16
Properties=species:S:1:pos:R:3 method="wB97M-V/def2-TZVPD" homo_energy_ev="-7.8 / -7.8" smiles="CC1=C=P(P(Cl)Cl)=NN1C" orbital_gap_ev="6.557 / 6.556" relative_energy_kj_mol=401.2
C -1.00380 0.23089 2.21131
C -0.35893 0.64270 0.88224
C -0.44302 1.92943 0.40253
P 0.40184 1.81062 -1.21658
P 0.11881 1.53656 -3.53886
Cl -1.70485 0.55086 -3.51373
Cl 1.44426 0.15445 -3.88947
N 0.75564 0.23249 -1.03067
N 0.33795 -0.22263 0.10105
C 0.86346 -1.54505 0.51404
H -2.02783 -0.27579 1.93497
H -1.16760 1.24054 2.69388
H -0.15252 -0.36335 2.74696
H 1.01856 -1.70030 1.50422
H 0.11061 -2.26881 0.26038
H 1.80744 -1.95261 -0.06227

# 3
42
Properties=species:S:1:pos:R:3 method="wB97M-V/def2-TZVPD" total_charge=-2 homo_energy_ev=-1.8 orbital_gap_ev=6.258 relative_energy_kj_mol=8.4
Pd -0.88371 2.69137 0.92188
S 1.06873 2.28619 4.41970
Sb -0.33222 3.59397 3.20264
S -2.21229 0.76481 0.63769
S 0.55744 4.57525 1.24401
S -1.85858 4.78719 4.36974
C 1.17845 2.07283 -1.74328
N 0.49708 3.03313 -2.58785
C 1.11072 4.33203 -2.73215
C -0.67626 2.74864 -3.18342
O -1.27215 3.46634 -3.97560
H 2.14845 1.80260 -2.17655
H 0.57653 1.16848 -1.66045
H 1.33269 2.48453 -0.74396
H 2.09748 4.23622 -3.19758
H 1.22821 4.79318 -1.74831
H 0.47270 4.95247 -3.35529
H -1.06302 1.76213 -2.88396
C -0.63357 -3.59049 4.23006
C -0.20859 -2.29441 4.48614
C -0.14983 -1.35825 3.46032
C -0.51843 -1.70193 2.15716
C -0.94302 -3.01115 1.91722
C -1.00122 -3.95097 2.93938
Si -0.47156 -0.38590 0.79331
C -0.13275 -1.38181 -0.79731
C -1.03772 -1.42219 -1.85676
C -0.76765 -2.15331 -3.01026
C 0.42143 -2.85745 -3.12362
C 1.33843 -2.82986 -2.07831
C 1.05941 -2.10017 -0.93211
H -0.67920 -4.31833 5.03294
H 0.07838 -2.00088 5.48935
H 0.18505 -0.34766 3.68164
H -1.22499 -3.30997 0.91241
H -1.33266 -4.96209 2.72865
H 0.80255 0.32990 1.05833
H -1.96070 -0.85783 -1.76689
H -1.48577 -2.16494 -3.82253
H 0.63944 -3.42131 -4.02367
H 2.27175 -3.37548 -2.16214
H 1.78096 -2.08489 -0.12057

# 4
85
Properties=species:S:1:pos:R:3 method="wB97M-V/def2-TZVPD" total_charge=-1 homo_energy_ev=-4.5 spin_multiplicity=2 orbital_gap_ev=6.413 relative_energy_kj_mol=0.0
Mn -0.10860 2.23633 0.09060
N 1.45868 2.35748 -1.22805
C 2.61745 2.94466 -0.52753
C 2.54860 2.62761 0.96475
O 3.53005 2.74239 1.69551
N 1.32226 2.23099 1.32585
C 0.99878 1.95090 2.70555
C -0.37282 1.27766 2.69349
O -0.71149 0.49946 3.57570
O -1.10690 1.56974 1.66257
H 1.69566 1.43559 -1.58119
H 1.17375 2.87471 -2.06885
H 2.58741 4.02896 -0.64345
H 3.56981 2.59164 -0.92398
H 0.94160 2.86810 3.30417
H 1.73017 1.30457 3.19184
C -3.57453 1.43014 -1.86514
S -3.09392 1.53942 -3.60993
C -2.52281 3.18978 -3.69976
C -1.24260 3.56807 -3.95141
S 0.17837 2.63814 -4.21895
S -1.04871 5.31648 -4.05562
C -2.68324 5.80863 -3.81104
S -3.18697 7.38342 -3.80724
S -3.71684 4.46527 -3.54229
H -3.78364 0.37812 -1.66705
H -4.47097 2.01439 -1.66207
H -2.76316 1.76627 -1.22276
C -1.05434 4.84508 2.02955
C -1.67463 4.62943 0.64743
C -3.12918 4.16784 0.77289
C -1.59810 5.91965 -0.17426
N -0.94369 3.62291 -0.09037
H -1.55663 5.67002 2.53957
H 0.00611 5.08665 1.93496
H -1.15843 3.94550 2.63461
H -3.70303 4.90789 1.33507
H -3.17486 3.20959 1.29176
H -3.57627 4.06275 -0.21688
H -2.14287 6.71471 0.33859
H -2.04199 5.77872 -1.15808
H -0.56136 6.23356 -0.30553
C 1.52954 -5.84074 -1.01696
C 0.15826 -5.15499 -1.05830
C -0.05876 -4.66686 -2.49583
C -0.91577 -6.18735 -0.70121
C 0.13380 -3.93808 -0.07359
O 1.17058 -3.04285 -0.45012
C 0.28828 -4.39298 1.38966
C 0.58807 -3.28698 2.41292
C 1.98859 -2.71753 2.34101
C 2.19215 -1.34582 2.22294
C 3.46624 -0.80098 2.14959
C 4.55662 -1.65471 2.18786
Cl 6.16596 -1.00238 2.08507
C 4.39050 -3.02415 2.31053
C 3.10773 -3.54694 2.38898
C -1.21656 -3.14894 -0.20304
N -1.04579 -1.78558 -0.64357
C -0.86232 -0.71475 0.11652
N -0.53490 0.31278 -0.65018
C -0.53987 -0.20653 -1.91502
N -0.84175 -1.48055 -1.94677
H 1.55521 -6.63679 -1.76348
H 1.74634 -6.29984 -0.05130
H 2.32479 -5.13478 -1.25668
H 0.09529 -5.49959 -3.18539
H 0.64236 -3.87205 -2.74531
H -1.06295 -4.28051 -2.66829
H -0.93497 -6.96791 -1.46441
H -1.91674 -5.75238 -0.66058
H -0.71588 -6.66965 0.25720
H 1.91816 -3.13576 0.15031
H 1.07391 -5.14674 1.45548
H -0.63592 -4.89631 1.68247
H 0.43787 -3.71137 3.40948
H -0.12936 -2.46858 2.33386
H 1.33431 -0.68750 2.19667
H 3.61112 0.27081 2.06848
H 5.25646 -3.67076 2.34891
H 2.98632 -4.61899 2.49620
H -1.72161 -3.10445 0.76161
H -1.89028 -3.62866 -0.90627
H -1.00137 -0.68691 1.18494
H -0.34981 0.39239 -2.79745

# 5
48
Properties=species:S:1:pos:R:3 method="wB97M-V/def2-TZVPD" homo_energy_ev=-9.1 smiles="NC(N)=O.NC(N)=O.NC(N)=O.NC(N)=O.NC(N)=O.NC(N)=O" orbital_gap_ev=8.979 relative_energy_kj_mol=125.1
N -3.47982 1.12479 1.30880
C -4.52377 0.89140 0.46529
N -4.51529 -0.33055 -0.13933
O -5.36415 1.73053 0.13705
H -3.53563 1.80039 2.04899
H -2.76025 0.42433 1.38587
H -5.26626 -0.54291 -0.76985
H -4.21278 -1.07947 0.46663
N 2.53984 -3.75598 -0.37433
C 2.97272 -4.32936 -1.54534
N 3.99789 -3.64320 -2.14076
O 2.41643 -5.28583 -2.06635
H 3.01726 -3.06935 0.17296
H 1.85243 -4.35213 0.05717
H 4.22690 -2.72869 -1.81056
H 4.20453 -4.04986 -3.03809
N -2.74227 3.96636 0.08047
C -1.40106 4.29233 0.07165
N -0.68662 3.35071 -0.63713
O -0.88605 5.32171 0.47515
H -2.86996 3.00379 0.36332
H -3.42305 4.62627 0.41450
H -1.13048 2.50775 -0.95738
H 0.19356 3.48406 -1.10592
N 3.05915 0.38067 -2.91067
C 2.66037 1.68567 -2.91483
N 3.63804 2.55980 -3.27756
O 1.57909 2.01830 -2.42330
H 2.36726 -0.30773 -2.60519
H 3.82568 0.11273 -3.49902
H 4.52000 2.26834 -3.65245
H 3.43450 3.53355 -3.41938
N 0.15804 -1.66025 0.39252
C 0.60717 -0.85375 -0.63315
N 0.50110 0.48179 -0.32597
O 1.09743 -1.33620 -1.65186
H -0.00055 -2.62790 0.18634
H -0.25405 -1.11412 1.14114
H 0.81239 1.20066 -0.97884
H 0.24675 0.71387 0.61556
N -0.45179 -0.63277 4.98814
C -0.74643 -0.98206 3.72724
N -1.40656 -2.17903 3.59187
O -0.52521 -0.23212 2.76905
H 0.19593 0.12503 5.11319
H -0.74933 -1.20926 5.75073
H -1.76380 -2.61215 4.42214
H -1.42935 -2.69012 2.73150

# 6
7
Properties=species:S:1:pos:R:3 method="wB97M-V/def2-TZVPD" homo_energy_ev="-8.0 / -8.0" orbital_gap_ev="7.202 / 7.203" relative_energy_kj_mol=429.8
C -0.76694 -0.70006 -0.11191
C 2.67857 0.89155 -0.56800
S 0.84215 -0.71360 -0.21307
Br 4.04501 -0.03317 0.04230
H -1.51404 -1.46200 -0.00784
H -1.12168 0.27607 0.02337
H 2.31740 1.61916 0.19554

# 7
67
Properties=species:S:1:pos:R:3 method="wB97M-V/def2-TZVPD" total_charge=+1 homo_energy_ev="-10.0 / -10.0" spin_multiplicity=4 orbital_gap_ev="6.717 / 4.126" relative_energy_kj_mol=0.0
C 4.61584 -0.48723 7.17736
O 4.54762 -1.62062 6.28352
C 4.05784 -1.44634 5.02405
C 4.05148 -2.59834 4.20242
C 3.61395 -2.52106 2.89939
C 3.15657 -1.30871 2.37482
C 2.61784 -1.23764 0.95463
C 1.17389 -1.48936 0.92323
C 0.26801 -0.37880 1.08706
O 0.61568 0.78884 1.08527
O -1.07016 -0.69246 1.16905
C -1.37813 -2.07479 1.46438
C -1.00499 -2.41594 2.89570
C -2.86988 -2.24982 1.18240
O -0.68815 -2.93732 0.53061
C 0.67382 -2.75221 0.44261
O 1.36868 -3.61156 -0.07962
C 3.11359 -0.17852 3.18829
C 3.57716 -0.22036 4.49835
H 5.04700 -0.89897 8.09254
H 5.27128 0.29639 6.76794
H 3.61183 -0.08380 7.37945
H 4.40972 -3.53323 4.62628
H 3.58992 -3.40681 2.26343
H 2.76765 -0.22504 0.55765
H 3.09060 -2.00960 0.33802
H 0.06758 -2.27381 3.07422
H -1.57451 -1.77456 3.57630
H -1.27404 -3.45777 3.10049
H -3.08865 -1.96805 0.14920
H -3.15454 -3.29141 1.34023
H -3.44828 -1.61310 1.85385
H 2.68411 0.73834 2.77799
H 3.56665 0.68530 5.10791
O -3.25939 5.02985 -5.43881
C -3.50792 4.36546 -4.51294
Cr -3.99726 3.05955 -3.21760
C -3.04772 1.89046 -4.35894
O -2.51485 1.23519 -5.16493
C -5.46525 2.68115 -4.36978
O -6.23411 2.45736 -5.21966
C -4.88145 4.22552 -1.60784
C -3.50523 4.46972 -1.66159
C -2.59913 3.40162 -1.66051
C -3.03583 2.06498 -1.51419
C -2.08804 0.96617 -1.67137
C -1.20725 0.13622 -1.91204
C -0.33409 -0.87587 -2.20787
C 0.89628 -0.63543 -2.90027
C 1.78503 -1.68045 -3.28721
C 2.97190 -1.39523 -3.95943
C 3.34009 -0.06428 -4.23264
C 2.48068 0.97720 -3.85553
C 1.27340 0.69956 -3.21653
C -4.43076 1.83989 -1.53498
C -5.33804 2.90742 -1.52291
H -5.59568 5.06028 -1.64717
H -3.13722 5.49357 -1.75334
H -1.53239 3.57870 -1.79166
H -0.60504 -1.90958 -1.98762
H 1.51174 -2.71209 -3.04112
H 3.63019 -2.20738 -4.27070
H 4.28721 0.15671 -4.72788
H 2.74716 2.01574 -4.05703
H 0.58428 1.49620 -2.93024
H -4.78739 0.81184 -1.57441
H -6.41091 2.70831 -1.50027